59
Properties=species:S:1:pos:R:3 method="wB97M-V/def2-TZVPD" energy_ev=-35181.8464 spin_multiplicity=3 homo_ev="-13.24 / -13.24" relative_energy_ev=0.000 total_charge=+2
Pt 1.506 -1.740 -2.110
C -0.251 1.408 1.413
C -0.887 1.774 0.031
N -2.421 1.530 -0.159
C -3.169 1.872 1.118
C -2.993 2.321 -1.365
C -2.861 3.820 -1.203
C -2.554 0.052 -0.597
C -3.968 -0.496 -0.552
O -4.735 -0.291 0.594
C -6.116 -0.702 0.332
H -0.404 2.073 2.263
H 0.817 1.236 1.278
H -0.514 0.397 1.723
H -0.407 1.324 -0.837
H -0.787 2.833 -0.209
H -2.778 2.864 1.343
H -2.906 1.153 1.893
H -4.252 1.997 1.152
H -4.053 2.109 -1.506
H -2.434 2.072 -2.267
H -3.419 4.210 -0.351
H -3.393 4.220 -2.066
H -1.839 4.196 -1.252
H -2.035 -0.548 0.151
H -2.042 -0.129 -1.542
H -3.852 -1.552 -0.793
H -4.484 -0.209 -1.468
H -6.070 -1.778 0.164
H -6.546 -0.346 -0.604
H -6.691 -0.517 1.239
F 1.205 -0.995 -0.097
O 1.281 -2.356 5.113
C 1.474 -1.884 3.966
N 0.473 -1.845 3.124
C 2.864 -1.576 3.481
H -0.439 -2.215 3.353
H 0.737 -1.534 2.201
H 2.962 -0.499 3.343
H 2.832 -2.098 2.525
H 3.636 -1.948 4.155
O 3.179 -0.426 -2.398
C 3.251 0.812 -2.391
N 2.804 1.479 -1.324
C 3.944 1.500 -3.583
H 2.215 0.839 -0.811
H 2.492 2.429 -1.469
H 3.834 2.558 -3.823
H 3.453 1.014 -4.427
H 5.024 1.353 -3.605
O 2.939 -3.266 -1.366
C 3.934 -3.124 -0.639
N 4.054 -2.052 0.042
C 4.868 -4.322 -0.391
H 3.238 -1.463 -0.047
H 4.972 -1.702 0.276
H 5.193 -4.169 0.639
H 5.675 -4.352 -1.123
H 4.442 -5.315 -0.536



55
Properties=species:S:1:pos:R:3 method="wB97M-V/def2-TZVPD" energy_ev=-45863.8136 spin_multiplicity=1 homo_ev=-10.79 total_charge=+1
C 7.040 -3.902 -1.348
C 7.146 -2.258 -1.347
P 5.968 -1.426 -2.657
C 4.849 -0.289 -1.609
P 4.867 -3.007 -3.676
C 3.481 -3.827 -2.653
C 2.490 -2.794 -1.857
C 2.781 -2.995 -0.249
I 1.226 -2.148 1.063
H 7.556 -4.259 -2.364
H 7.711 -4.334 -0.472
H 5.923 -4.284 -1.254
H 8.243 -1.971 -1.721
H 7.038 -1.766 -0.284
H 4.563 -0.703 -0.549
H 3.899 0.022 -2.219
H 5.470 0.706 -1.412
H 4.439 -2.535 -4.994
H 5.842 -4.069 -3.965
H 3.866 -4.645 -1.874
H 2.786 -4.440 -3.406
H 1.376 -3.173 -2.042
H 2.517 -1.685 -2.228
H 2.746 -4.173 -0.061
H 3.888 -2.681 0.067
C -2.686 -0.750 -0.018
C -3.459 0.347 0.698
O -4.783 -0.036 1.061
C -4.902 -1.150 1.943
C -4.212 -0.938 3.280
H -3.221 -1.068 -0.921
H -1.692 -0.392 -0.305
H -2.554 -1.632 0.611
H -3.554 1.205 0.025
H -2.914 0.704 1.576
H -4.541 -2.060 1.452
H -5.974 -1.299 2.118
H -3.136 -0.791 3.167
H -4.367 -1.805 3.930
H -4.613 -0.050 3.781
C -3.264 5.539 -0.238
C -2.783 5.155 1.152
O -3.474 5.832 2.199
C -4.883 5.621 2.270
C -5.267 4.165 2.473
H -3.165 6.620 -0.393
H -2.678 5.018 -1.002
H -4.315 5.282 -0.391
H -1.727 5.428 1.245
H -2.836 4.072 1.303
H -5.371 6.039 1.383
H -5.245 6.204 3.125
H -4.936 3.535 1.644
H -6.353 4.067 2.558
H -4.807 3.772 3.386



72
Properties=species:S:1:pos:R:3 method="wB97M-V/def2-TZVPD" energy_ev=-164627.4091 spin_multiplicity=1 homo_ev=-9.80 total_charge=+1
C 5.194 1.879 -1.945
P 4.685 0.349 -2.754
O 5.804 0.139 -3.945
Ga 2.588 0.585 -3.885
I 1.815 -1.880 -4.545
Si 0.812 1.497 -2.564
C 0.613 0.732 -0.837
C 0.883 3.377 -2.425
C -0.787 1.110 -3.528
H 6.267 1.792 -1.736
H 5.085 2.756 -2.579
H 4.692 1.991 -0.989
H 5.757 0.878 -4.567
H 2.816 1.331 -5.256
H 0.735 1.486 -0.064
H -0.403 0.358 -0.719
H 1.273 -0.111 -0.652
H -0.134 3.744 -2.559
H 1.214 3.727 -1.452
H 1.468 3.814 -3.229
H -0.573 0.317 -4.242
H -1.063 1.995 -4.094
H -1.582 0.797 -2.863
C -4.876 -2.313 -3.802
C -5.672 -2.340 -2.509
O -4.663 -2.484 -1.463
S -3.292 -1.657 -1.975
O -3.324 -0.383 -1.396
O -2.223 -2.561 -1.831
O -3.713 -1.543 -3.492
H -4.551 -3.314 -4.108
H -5.423 -1.852 -4.618
H -6.382 -3.177 -2.471
H -6.231 -1.421 -2.343
K 4.269 -2.299 -2.773
C 8.888 0.639 -1.049
O 8.391 1.726 -1.420
O 8.133 -0.454 -1.573
O 9.803 0.401 -0.301
H 7.516 0.002 -2.171
O 1.936 5.400 4.349
S 1.660 4.092 4.850
O 2.722 3.269 5.331
O 0.848 3.290 3.739
C 1.418 3.266 2.412
C 2.560 2.277 2.288
C 0.384 4.164 6.054
H 1.731 4.272 2.129
H 0.595 2.986 1.757
H 3.422 2.596 2.871
H 2.869 2.189 1.245
H 2.262 1.295 2.655
H -0.439 4.749 5.657
H 0.808 4.645 6.933
H 0.071 3.151 6.291
C -4.122 -2.329 1.995
C -4.818 -3.671 1.854
O -4.228 -4.726 2.560
C -4.165 -4.576 3.979
C -5.519 -4.420 4.644
H -3.075 -2.406 1.701
H -4.609 -1.578 1.370
H -4.153 -1.971 3.023
H -4.763 -3.996 0.800
H -5.883 -3.583 2.101
H -3.504 -3.745 4.242
H -3.682 -5.483 4.335
H -6.038 -3.516 4.321
H -5.394 -4.360 5.724
H -6.159 -5.272 4.415
Al -4.981 -4.681 -1.583
F 8.440 -0.956 -3.318



61
Properties=species:S:1:pos:R:3 method="wB97M-V/def2-TZVPD" energy_ev=-50820.8187 spin_multiplicity=1 homo_ev=-8.61 total_charge=0 smiles=CCBP(O)Cl.COCCNCCOC.COCCNCCOC
C -2.491 -0.756 5.795
C -1.187 -0.100 6.337
B -1.188 -0.593 7.803
P -0.406 -2.351 8.231
O -1.822 -3.169 8.400
Cl 0.113 -1.908 10.208
H -2.280 -1.671 5.245
H -3.208 -1.031 6.577
H -3.019 -0.076 5.128
H -1.250 0.982 6.238
H -0.346 -0.434 5.732
H -1.793 -0.016 8.657
H -2.533 -2.715 8.869
C -1.994 -0.516 -0.866
O -1.032 0.516 -0.839
C -1.545 1.823 -1.064
C -1.403 2.677 0.177
N -2.231 2.165 1.253
C -2.096 2.853 2.527
C -0.731 2.833 3.209
O -0.331 1.549 3.653
C 0.351 0.755 2.704
H -1.452 -1.460 -0.832
H -2.684 -0.472 -0.016
H -2.590 -0.483 -1.785
H -2.596 1.766 -1.366
H -0.972 2.277 -1.877
H -1.725 3.696 -0.065
H -0.334 2.730 0.427
H -2.048 1.177 1.375
H -2.821 2.420 3.220
H -2.382 3.901 2.384
H -0.798 3.455 4.105
H 0.050 3.261 2.569
H 0.968 1.367 2.039
H -0.326 0.162 2.082
H 1.000 0.073 3.254
C 4.741 -2.458 -5.522
O 3.393 -2.611 -5.908
C 2.551 -3.174 -4.909
C 1.485 -2.187 -4.491
N 2.078 -1.040 -3.830
C 1.149 0.019 -3.463
C 0.392 0.722 -4.584
O 1.210 1.505 -5.434
C 1.756 0.826 -6.546
H 5.287 -2.112 -6.397
H 4.864 -1.729 -4.713
H 5.173 -3.407 -5.187
H 3.148 -3.468 -4.039
H 2.077 -4.067 -5.325
H 0.806 -2.687 -3.791
H 0.894 -1.929 -5.382
H 2.818 -0.665 -4.410
H 1.707 0.777 -2.908
H 0.411 -0.388 -2.765
H -0.317 1.414 -4.124
H -0.188 0.011 -5.186
H 1.050 0.093 -6.951
H 2.685 0.299 -6.310
H 1.966 1.572 -7.312



69
Properties=species:S:1:pos:R:3 method="wB97M-V/def2-TZVPD" energy_ev=-90666.6169 spin_multiplicity=1 homo_ev=-9.73 total_charge=0
C 0.180 -0.176 0.642
C -0.327 1.142 1.206
O -0.384 1.274 2.358
O -0.664 2.163 0.358
C -2.080 2.148 0.048
Si -3.064 3.178 1.327
O -4.721 2.889 1.220
Si -5.248 1.444 1.910
C -5.986 0.398 0.494
C -7.379 0.906 0.148
F -8.038 -0.036 -0.639
H -0.050 -0.334 -0.412
H 1.256 -0.199 0.826
H -0.274 -0.962 1.245
H -2.398 1.094 0.054
H -2.232 2.581 -0.944
H -2.862 4.625 1.111
H -2.582 2.800 2.668
H -6.364 1.759 2.818
H -4.179 0.671 2.559
H -6.022 -0.638 0.847
H -5.290 0.527 -0.341
H -7.276 1.797 -0.479
H -7.973 1.137 1.033
O -2.372 -3.749 1.564
S -1.336 -4.410 0.831
O -0.330 -3.670 0.132
O -1.993 -5.462 -0.171
C -3.005 -4.988 -1.078
C -2.409 -4.237 -2.253
C -0.543 -5.579 1.885
H -3.734 -4.376 -0.545
H -3.527 -5.873 -1.438
H -1.956 -3.298 -1.934
H -3.181 -4.007 -2.988
H -1.627 -4.827 -2.732
H -1.304 -6.175 2.383
H 0.038 -5.020 2.615
H 0.112 -6.205 1.284
O 1.202 -0.761 -3.199
S 2.571 -0.359 -3.090
O 3.152 -0.058 -1.819
O 2.836 0.859 -4.081
C 1.978 2.011 -3.974
C 2.345 2.886 -2.790
C 3.583 -1.540 -3.919
H 0.932 1.701 -3.929
H 2.109 2.572 -4.898
H 2.139 2.383 -1.845
H 1.770 3.813 -2.811
H 3.408 3.126 -2.802
H 3.163 -1.734 -4.903
H 3.582 -2.449 -3.321
H 4.593 -1.144 -3.997
O 6.518 2.274 1.105
S 5.209 1.705 1.211
O 4.094 2.274 0.521
O 4.836 1.553 2.756
C 4.931 2.719 3.592
C 3.754 3.655 3.399
C 5.296 -0.015 0.837
H 5.879 3.231 3.420
H 4.943 2.354 4.619
H 3.768 4.106 2.407
H 3.783 4.459 4.137
H 2.811 3.116 3.497
H 6.115 -0.454 1.401
H 5.476 -0.114 -0.232
H 4.348 -0.480 1.098



59
Properties=species:S:1:pos:R:3 method="wB97M-V/def2-TZVPD" energy_ev=-47910.2237 spin_multiplicity=2 homo_ev="-19.16 / -19.18" relative_energy_ev=0.244 total_charge=+3
Ru 0.527 1.312 0.037
N 0.536 3.405 -0.277
C 1.769 4.044 0.285
C 2.932 3.107 0.025
N 2.575 1.706 0.425
C 2.884 1.329 1.839
C 1.709 1.673 2.722
N 0.487 1.108 2.074
H 0.530 3.543 -1.291
H -0.289 3.902 0.053
H 1.604 4.218 1.345
H 1.953 5.012 -0.180
H 3.828 3.441 0.550
H 3.165 3.090 -1.041
H 3.130 1.088 -0.165
H 3.794 1.823 2.180
H 3.059 0.252 1.851
H 1.573 2.746 2.827
H 1.831 1.255 3.722
H -0.349 1.493 2.514
H 0.455 0.100 2.236
C -3.408 3.325 0.934
C -3.817 2.149 0.064
S -2.711 0.749 0.255
O -1.394 1.212 -0.477
C -3.457 -0.417 -0.896
C -4.585 -1.185 -0.213
H -4.190 4.082 0.900
H -2.496 3.793 0.562
H -3.277 3.037 1.977
H -3.839 2.387 -1.001
H -4.794 1.754 0.356
H -2.637 -1.070 -1.198
H -3.795 0.150 -1.764
H -4.224 -1.773 0.630
H -5.030 -1.864 -0.939
H -5.381 -0.528 0.137
C -1.645 -4.157 -1.386
C -1.173 -3.733 0.001
C 0.260 -3.212 0.004
S 0.375 -1.697 -0.995
O 0.979 -0.638 0.020
C 1.701 -2.028 -2.182
C 3.126 -1.995 -1.635
C 3.521 -3.136 -0.705
H -2.655 -4.561 -1.349
H -1.000 -4.934 -1.797
H -1.654 -3.320 -2.093
H -1.201 -4.589 0.678
H -1.840 -2.983 0.438
H 0.956 -3.938 -0.411
H 0.611 -2.916 0.993
H 1.556 -1.283 -2.967
H 1.431 -3.001 -2.603
H 3.299 -1.031 -1.149
H 3.771 -2.000 -2.516
H 3.061 -3.050 0.280
H 4.599 -3.136 -0.555
H 3.259 -4.106 -1.130



62
Properties=species:S:1:pos:R:3 method="wB97M-V/def2-TZVPD" energy_ev=-52082.3525 spin_multiplicity=1 homo_ev=-8.13 total_charge=0
N -0.166 -3.179 1.612
C -0.322 -3.673 0.250
N 0.835 -3.200 -0.514
N -0.387 -5.124 0.241
C -1.543 -3.082 -0.476
O -2.686 -2.960 0.394
S -4.093 -3.606 -0.041
O -4.889 -3.533 1.149
O -3.660 -5.211 -0.262
Cl -3.685 -6.185 1.120
H -0.682 -3.793 2.230
H -0.562 -2.252 1.735
H 1.649 -3.621 -0.076
H 0.772 -3.627 -1.435
H -1.331 -5.479 0.265
H 0.134 -5.516 1.015
H -1.270 -2.073 -0.782
H -1.782 -3.657 -1.374
C 0.927 -0.368 4.866
C 0.886 0.420 3.565
N -0.465 0.771 3.157
C -0.548 1.307 1.809
C 0.134 2.650 1.521
C -1.261 1.467 4.158
C -0.724 2.795 4.708
H 0.314 -1.267 4.793
H 1.954 -0.669 5.077
H 0.581 0.219 5.717
H 1.314 -0.207 2.777
H 1.551 1.292 3.662
H -1.606 1.381 1.541
H -0.125 0.554 1.135
H -0.432 3.489 1.925
H 0.208 2.800 0.442
H 1.146 2.691 1.928
H -1.414 0.786 4.997
H -2.255 1.624 3.731
H 0.345 2.741 4.922
H -1.233 3.037 5.643
H -0.889 3.626 4.024
C 2.400 3.902 -3.546
C 2.125 2.490 -3.053
N 0.720 2.125 -3.113
C 0.420 0.892 -2.408
C 1.024 -0.421 -2.915
C 0.081 2.283 -4.409
C 0.671 1.513 -5.598
H 1.804 4.629 -2.992
H 3.454 4.141 -3.402
H 2.183 4.018 -4.608
H 2.426 2.421 -2.004
H 2.775 1.791 -3.604
H -0.668 0.785 -2.358
H 0.747 1.026 -1.371
H 0.524 -0.792 -3.811
H 0.924 -1.185 -2.142
H 2.088 -0.322 -3.135
H 0.080 3.347 -4.656
H -0.972 2.015 -4.288
H 1.761 1.560 -5.609
H 0.315 1.949 -6.533
H 0.380 0.463 -5.597